Entry 1:
128
Properties=species:S:1:pos:R:3 method="wB97M-V/def2-TZVPD" e_homo_ev=-6.55 max_force_ev_per_a=3.014 total_charge=-2 e_tot_ev=-104318.8575 orbital_gap_ev=10.15
S 12.76105 11.14154 12.84705
O 11.74299 10.24443 12.29223
O 12.16044 12.52710 12.83426
O 13.06157 10.63517 14.20380
O 14.06450 11.06094 12.08811
O 9.53802 8.80505 17.50932
H 10.50436 8.71360 17.64994
H 9.49129 9.07865 16.52169
O 14.14370 8.94121 10.16884
H 13.88957 9.67108 10.78548
H 14.91456 9.18223 9.66890
O 16.68427 8.33195 8.82667
H 17.02342 9.18608 8.97979
H 17.06718 7.84668 9.57593
O 9.63333 13.58282 12.54831
H 10.45991 13.10367 12.74620
H 9.66241 14.32990 13.16361
O 12.08864 6.96516 12.88463
H 12.20588 7.81610 12.51889
H 12.58454 6.36680 12.31878
O 7.56296 8.68488 11.49019
H 7.79418 9.57066 11.70111
H 8.00163 8.23153 12.20369
O 12.34739 13.19900 8.09776
H 12.25096 12.36986 8.68141
H 13.30454 13.21506 8.02522
O 10.46284 14.75565 9.96701
H 10.66282 14.11825 10.64097
H 11.02380 14.48183 9.18122
O 13.30785 11.28124 17.00734
H 13.26705 11.07474 16.04395
H 12.40716 11.50428 17.25988
O 15.83406 8.32134 16.47389
H 15.39336 9.14866 16.74349
H 15.09723 7.92781 15.96705
O 13.77196 8.41884 6.36423
H 14.44166 8.72197 7.02478
H 12.89020 8.63385 6.75600
O 13.41852 4.97762 11.25856
H 14.26610 5.39884 11.28291
H 13.09825 5.15887 10.34283
O 17.81788 7.52334 11.30813
H 17.31324 6.94334 11.85656
H 17.53032 8.39820 11.61380
O 9.05004 7.90293 9.11680
H 8.59643 8.02838 9.97676
H 9.97365 7.46963 9.28987
O 14.88195 12.70138 9.92813
H 14.68269 13.52432 10.39812
H 14.69576 12.04031 10.60734
O 10.79176 17.20514 10.95283
H 10.16055 17.73721 10.51847
H 10.79726 16.29405 10.60163
O 12.73077 5.47040 8.69134
H 12.41055 6.21178 8.23842
H 13.51149 5.23168 8.16198
O 14.73697 14.04352 16.68409
H 13.87362 14.17871 16.25270
H 14.54989 13.19300 17.11904
O 15.41846 6.68253 12.83891
H 15.02354 7.46738 12.42782
H 15.16961 6.87056 13.74296
O 9.21388 16.08602 13.77836
H 9.67289 16.67485 13.12918
H 9.50112 16.57350 14.55018
O 9.03916 10.85038 12.45386
H 8.92064 11.76861 12.22060
H 9.94849 10.57076 12.41267
O 13.49953 17.50594 14.11292
H 13.49589 17.61694 13.13693
H 13.61338 16.56419 14.32016
O 11.96727 8.61108 8.48357
H 11.52868 9.40446 8.87358
H 12.67428 8.58854 9.14028
O 13.84620 17.20865 11.17729
H 13.93237 16.25076 11.35416
H 12.92628 17.30447 10.86717
O 14.09498 14.58893 11.82280
H 13.30571 14.02232 11.83554
H 14.59089 14.26160 12.63493
O 16.65497 10.35704 13.03778
H 15.71804 10.31567 12.93690
H 16.97730 9.95400 13.86522
O 15.48321 13.52030 13.93658
H 15.32934 13.73947 14.87724
H 15.59592 12.52557 13.88792
O 11.38555 16.90318 15.93171
H 11.83990 17.36527 15.21588
H 11.29701 15.95756 15.71044
O 13.88274 17.14373 17.50842
H 12.95005 17.02443 17.20913
H 14.30706 16.28603 17.44795
O 13.31864 8.02862 14.96507
H 12.69438 7.44502 14.45591
H 13.11952 8.94548 14.76193
O 10.11637 10.21790 15.12252
H 10.74298 10.91747 14.80477
H 9.30389 10.39575 14.67597
O 8.54373 10.61975 19.61394
H 9.04902 10.24474 20.32713
H 8.71809 9.85024 18.97264
O 8.93643 7.63015 14.60269
H 9.86098 8.01493 14.49228
H 9.12073 6.75989 14.34312
O 17.54406 11.18434 9.67787
H 16.65417 11.59795 9.60123
H 17.95036 11.75039 10.36323
O 8.20368 10.55829 9.31149
H 8.40279 9.70503 8.90248
H 7.49631 11.04494 8.79528
O 11.01540 11.06129 9.75314
H 10.08790 11.24010 9.66984
H 11.21740 10.81943 10.68948
O 14.99044 5.84020 6.60710
H 15.48544 6.54024 7.12285
H 14.37803 6.38506 6.07819
O 10.76701 11.85921 17.48093
H 10.38421 11.55238 18.32971
H 10.42804 11.18651 16.87996
O 16.21670 18.85300 12.41047
H 15.69730 18.27953 11.87017
H 15.83407 18.71843 13.26412
O 12.28403 8.27733 17.52018
H 12.65707 7.99684 16.65149
H 12.70606 9.16457 17.70707
O 12.04895 14.18208 15.51540
H 12.12671 13.63134 14.68399
H 11.60982 13.64163 16.15207

---

Entry 2:
12
Properties=species:S:1:pos:R:3 method="wB97M-V/def2-TZVPD" e_homo_ev=-10.03 max_force_ev_per_a=10.439 e_tot_ev=-12399.7779 orbital_gap_ev=8.83
C 0.00560 -1.41099 -0.61769
C 0.09453 -0.11782 -0.08791
C -1.16473 0.67830 -0.27242
O -0.98266 1.90535 -0.00012
O -2.39183 -0.14823 -0.59868
C 1.21853 0.59040 0.39093
O 1.52965 1.85375 0.49968
O 2.23209 -0.16407 1.07041
H 0.77501 -2.25037 -0.20631
H -0.90330 -1.71439 -1.10906
H -3.21035 0.39094 -0.51015
H 2.79746 0.38713 1.44133

---

Entry 3:
51
Properties=species:S:1:pos:R:3 method="wB97M-V/def2-TZVPD" e_homo_ev="-8.00 / -8.07" max_force_ev_per_a=0.949 e_tot_ev=-318144.5622 orbital_gap_ev="4.03 / 4.19"
Pd 0.82587 0.26485 1.53781
C 5.39217 -0.17505 2.09742
C 4.03808 0.29049 1.65498
N 3.29013 1.02734 2.38269
O 3.85515 1.27664 3.62375
C 3.51026 -0.08964 0.33134
C 4.44837 -0.37397 -0.80108
N 2.23013 -0.15200 0.15046
O 1.71083 -0.42323 -1.01180
H 5.30451 -0.68370 3.05819
H 6.05208 0.67905 2.25526
H 5.84440 -0.84856 1.37574
H 3.19334 1.83001 4.05387
H 5.25347 0.36091 -0.83463
H 3.89756 -0.35656 -1.73665
H 4.90241 -1.36162 -0.69055
Se -1.06437 0.87391 2.95341
Se -0.51244 -0.18063 4.85835
Se -0.18177 -2.40031 3.97991
Se 1.21979 -1.95081 2.30235
O 0.41613 2.05662 0.40680
S -0.29409 1.62990 -0.89000
C -1.84129 2.59679 -0.88054
C -1.78333 3.57648 -2.05239
C -0.31248 3.95332 -2.21052
C 0.43889 2.62924 -2.20126
H -1.82310 3.10863 0.08298
H -2.68358 1.90762 -0.91096
H -2.41596 4.44227 -1.86080
H -2.14751 3.09643 -2.96293
H 0.01219 4.56454 -1.36582
H -0.11961 4.51338 -3.12504
H 1.50415 2.68364 -1.98455
H 0.29125 2.06353 -3.12340
N -0.08942 -2.18791 -0.14937
C -1.44711 -2.27273 -0.25793
C -2.25857 -1.15232 0.04208
C -3.61606 -1.22701 -0.11442
C -4.20200 -2.41653 -0.56650
C -3.40581 -3.55281 -0.82223
C -2.05445 -3.49458 -0.65033
S -5.96949 -2.52371 -0.83051
O -6.44290 -1.17795 -0.59017
O -6.02547 -2.97563 -2.20704
O -6.35003 -3.51415 0.15659
H 0.41208 -1.40256 -0.61988
H 0.37035 -3.06954 -0.34860
H -1.78520 -0.25872 0.41708
H -4.26750 -0.39290 0.11005
H -3.88978 -4.45471 -1.17179
H -1.43025 -4.35576 -0.85943

---

Entry 4:
101
Properties=species:S:1:pos:R:3 method="wB97M-V/def2-TZVPD" e_homo_ev=-10.64 max_force_ev_per_a=0.824 total_charge=+1 e_tot_ev=-157847.0419 orbital_gap_ev=7.23
Ti 1.49526 0.17179 -1.48200
N 4.84367 0.76930 1.35825
C 4.05360 0.88543 0.25385
S 3.89634 -0.50493 -0.79503
N 3.42626 2.00397 0.06328
N 2.67790 1.91557 -1.12601
C 3.00741 2.79400 -2.00396
C 2.67516 2.75551 -3.40906
C 2.97659 3.85321 -4.22361
C 2.78740 3.78978 -5.58719
C 2.32094 2.60556 -6.15977
C 2.03289 1.50254 -5.38023
C 2.19488 1.57861 -4.00180
O 1.89944 0.53187 -3.22257
H 5.49158 -0.00100 1.38289
H 5.13551 1.62650 1.79868
H 3.68038 3.58007 -1.66318
H 3.36483 4.75412 -3.76593
H 3.01418 4.64195 -6.20970
H 2.18102 2.54716 -7.23026
H 1.66699 0.58306 -5.81544
C 1.53883 -7.02433 -1.02521
C 2.06805 -6.03626 0.01872
C 1.45800 -6.38952 1.37994
C 3.59878 -6.15341 0.10035
C 1.75326 -4.59827 -0.36614
C 1.60855 -4.20606 -1.69310
C 1.39120 -2.87922 -1.99360
N 1.31025 -1.93453 -1.05452
C 1.44441 -2.28075 0.24040
C 1.64881 -3.59808 0.60078
C 1.25510 -1.17787 1.21207
C 1.00391 -1.39441 2.54979
C 0.71138 -0.32673 3.39900
C 0.67376 0.93597 2.82446
C 0.93366 1.08513 1.47436
N 1.23380 0.06027 0.68243
C 0.40576 -0.58640 4.86651
C -0.86940 -1.43928 4.94852
C 0.18439 0.71112 5.64270
C 1.57900 -1.34747 5.49894
H 1.71337 -8.04145 -0.67726
H 2.04720 -6.92464 -1.98301
H 0.46685 -6.90258 -1.18509
H 1.61982 -7.44716 1.58246
H 0.38372 -6.20468 1.39691
H 1.92027 -5.83629 2.19676
H 3.87395 -7.17053 0.37674
H 4.00654 -5.47327 0.84854
H 4.06301 -5.92219 -0.85786
H 1.65047 -4.91910 -2.50075
H 1.26307 -2.55217 -3.02021
H 1.75456 -3.84296 1.64417
H 0.99717 -2.40268 2.93275
H 0.43498 1.81394 3.40347
H 0.90490 2.06370 1.00744
H -1.71413 -0.92313 4.49233
H -1.11212 -1.63692 5.99237
H -0.74741 -2.39861 4.44574
H -0.67924 1.26359 5.27147
H 1.05946 1.36134 5.60173
H -0.00419 0.47557 6.68952
H 1.73300 -2.32077 5.03472
H 1.37769 -1.51609 6.55614
H 2.50537 -0.77933 5.41540
C -5.39023 1.59241 2.07483
C -5.45168 1.85926 0.56495
C -6.53299 0.97166 -0.06593
C -5.83741 3.32203 0.34726
C -4.09755 1.52199 -0.05238
C -3.58329 0.23824 0.07170
C -2.34570 -0.06617 -0.45152
Br -1.80708 -1.87976 -0.33070
C -1.54433 0.87864 -1.10407
O -0.28872 0.50576 -1.47821
C -2.08949 2.15723 -1.32761
C -3.33929 2.43432 -0.77208
C -1.38103 3.26007 -2.12043
C -0.95566 2.74285 -3.50242
C -2.30225 4.45749 -2.37126
C -0.18974 3.76587 -1.29963
H -6.35076 1.82541 2.53497
H -4.62620 2.21124 2.54784
H -5.16242 0.54867 2.28973
H -7.50719 1.20845 0.36299
H -6.34055 -0.08631 0.10980
H -6.58615 1.13138 -1.14334
H -6.79759 3.51598 0.82493
H -5.94332 3.56020 -0.71136
H -5.10639 4.00242 0.78562
H -4.14410 -0.54238 0.56513
H -3.73815 3.42332 -0.92089
H -1.83670 2.43290 -4.06679
H -0.27801 1.89572 -3.44912
H -0.46317 3.54217 -4.05963
H -3.22402 4.15966 -2.87119
H -1.78441 5.16529 -3.01879
H -2.55804 4.98653 -1.45277
H 0.47068 2.95110 -1.01336
H -0.54375 4.24131 -0.38391
H 0.38463 4.49751 -1.86445

---

Entry 5:
126
Properties=species:S:1:pos:R:3 method="wB97M-V/def2-TZVPD" e_homo_ev=-10.64 max_force_ev_per_a=4.056 total_charge=+1 e_tot_ev=-87697.0823 orbital_gap_ev=8.01
Y -2.31256 0.54859 -1.47424
S 0.35950 -0.10797 -0.33202
O 1.26290 -0.97746 -1.05456
O 0.92267 0.49082 0.86586
O -0.17713 0.93017 -1.22820
O -0.96395 -0.73896 -0.15446
C -3.34912 3.31408 2.01627
C -2.27889 2.42347 1.46364
O -2.51274 1.81930 0.39104
N -1.09469 2.33845 2.06002
C -0.70247 2.84127 3.36539
H -4.03115 2.71419 2.61953
H -3.94975 3.80165 1.25195
H -2.88583 4.11747 2.58951
H -0.47405 1.62123 1.67253
H -0.57239 2.06402 4.12075
H -1.31644 3.61272 3.82114
H 0.29573 3.26544 3.23079
C 3.55957 -2.11264 1.71175
C 4.43722 -1.06573 1.03392
O 5.57067 -0.84581 1.43515
N 3.91799 -0.48793 -0.06082
C 4.53285 0.57490 -0.83116
H 3.29681 -1.84427 2.73909
H 4.09340 -3.05340 1.81890
H 2.59645 -2.16308 1.19945
H 2.95029 -0.73710 -0.26466
H 4.88440 1.38597 -0.19645
H 3.74119 0.93689 -1.48928
H 5.34697 0.20127 -1.45168
C -2.28705 3.94077 -4.19213
C -1.88178 3.85301 -2.73524
O -2.01298 2.78450 -2.11410
N -1.51657 4.97625 -2.13066
C -1.03980 5.08833 -0.75999
H -2.38458 4.97274 -4.53293
H -3.21391 3.46023 -4.49710
H -1.48605 3.44255 -4.74313
H -1.38784 5.75028 -2.76287
H -1.86124 5.40167 -0.11136
H -0.28502 5.86991 -0.81627
H -0.65339 4.17422 -0.31848
C -5.34681 -1.85870 1.43037
C -3.99487 -1.64764 0.78956
O -3.81028 -0.60552 0.13227
N -2.98160 -2.49210 1.01053
C -2.98894 -3.72697 1.78029
H -5.96862 -2.50160 0.80431
H -5.86606 -0.93194 1.64961
H -5.27006 -2.39526 2.37990
H -2.11990 -2.19965 0.55798
H -3.61316 -4.48439 1.29960
H -3.42140 -3.53228 2.76265
H -1.98096 -4.10881 1.90646
C 1.93115 -4.92979 -0.46385
C 2.94256 -4.51386 -1.50416
O 3.72862 -5.32619 -1.96423
N 2.92613 -3.21505 -1.85109
C 3.80083 -2.60733 -2.82959
H 2.31947 -4.92983 0.55640
H 1.55424 -5.92558 -0.68495
H 1.09074 -4.23444 -0.35035
H 2.26748 -2.62432 -1.36193
H 3.59501 -1.53546 -2.84281
H 3.60997 -2.94135 -3.84959
H 4.82645 -2.74309 -2.48927
C -0.42527 -1.57466 7.01193
C -0.65845 -1.99479 5.57628
O -1.13622 -3.09625 5.33030
N -0.26761 -1.12740 4.62573
C -0.47064 -1.34056 3.19562
H -1.06203 -2.18133 7.64906
H -0.81215 -0.55886 7.14594
H 0.62361 -1.55715 7.29228
H 0.13659 -0.25183 4.93516
H 0.47081 -1.26227 2.65557
H -1.19656 -0.60829 2.84236
H -0.81690 -2.36760 3.09645
C 1.39051 2.48717 -3.78938
C 1.99361 3.42826 -2.76216
O 2.67683 4.38584 -3.07868
N 1.72330 3.12515 -1.47981
C 2.27739 3.74257 -0.28980
H 2.18933 1.87272 -4.21584
H 0.94331 3.00277 -4.64067
H 0.64787 1.75508 -3.45778
H 1.04320 2.41054 -1.26017
H 1.55546 3.77990 0.52778
H 2.59314 4.76137 -0.50667
H 3.10988 3.13441 0.06996
C 3.15276 2.38342 6.84751
C 2.35324 1.79822 5.71095
O 1.30241 1.18666 5.87335
N 2.94750 1.91140 4.50476
C 2.59180 1.08169 3.36617
H 3.71526 3.25614 6.52284
H 3.73960 1.63721 7.38025
H 2.45530 2.70932 7.62440
H 3.70040 2.57106 4.43257
H 2.58202 1.70750 2.47542
H 1.58050 0.69722 3.44233
H 3.28700 0.24618 3.30425
C -4.15857 -2.46301 -3.99385
C -3.03360 -2.58174 -2.97919
O -2.71800 -1.59405 -2.29880
N -2.41464 -3.75782 -2.85665
C -1.35081 -4.01173 -1.87792
H -4.69856 -3.41025 -4.04655
H -3.75706 -2.30269 -4.99347
H -4.81506 -1.67791 -3.63538
H -2.88085 -4.50481 -3.34518
H -0.62759 -3.21250 -2.00985
H -0.93984 -4.98921 -2.11936
H -1.76800 -4.09539 -0.87774
C -1.99744 0.56042 -6.13326
C -1.31091 -0.00476 -4.90055
O -1.57369 0.50193 -3.79713
N -0.39079 -0.94129 -5.08014
C 0.55224 -1.41308 -4.08136
H -1.60729 1.52156 -6.45288
H -3.07272 0.64453 -5.97886
H -1.91104 -0.18141 -6.93340
H -0.32422 -1.29282 -6.02158
H 1.37515 -0.69259 -4.05981
H 1.01550 -2.33943 -4.41261
H 0.10383 -1.48359 -3.09577